136
Properties=species:S:1:pos:R:3:forces:R:3:lowdin_charge:R:1 method="wB97M-V/def2-TZVPD" homo_energy_ev=-8.3 e_above_lowest_kj_mol=405.8 orbital_gap_ha=0.331 mol_weight_g_mol=713.10 lumo_energy_ev=0.66 spin_multiplicity=1 fmax_ev_per_a=3.676 smiles=COC[C@H](C)N.COC[C@H](C)N.COC[C@H](C)N.COC[C@H](C)N.COC[C@H](C)N.COC[C@H](C)N.COC[C@H](C)N.COC[C@H](C)N
C -29.848 -12.125 32.220 0.980 -0.486 0.820 -0.098
O -30.168 -13.395 31.658 -0.713 0.392 -0.240 -0.209
C -29.996 -14.555 32.491 0.280 1.064 -0.644 -0.176
C -30.258 -15.802 31.635 -0.162 1.079 1.331 -0.466
C -31.718 -16.029 31.340 -0.567 0.965 -1.300 -0.062
N -29.773 -16.912 32.379 0.879 -1.652 0.657 0.026
H -30.095 -11.249 31.621 -0.478 -0.604 -0.550 0.081
H -28.771 -12.053 32.374 0.376 -0.086 -0.066 0.071
H -30.252 -11.953 33.217 -0.521 -0.268 0.097 0.083
H -28.953 -14.564 32.809 0.244 -0.153 0.246 0.118
H -30.627 -14.500 33.379 -0.200 -0.091 0.056 0.130
H -29.679 -15.623 30.729 -0.298 0.007 -0.512 0.133
H -32.120 -15.068 31.018 0.029 0.034 -0.735 0.071
H -32.480 -16.288 32.076 0.914 -0.523 0.764 0.084
H -31.750 -16.751 30.524 -0.468 0.023 -0.118 0.077
H -28.769 -16.922 32.493 0.295 0.539 0.202 0.073
H -29.902 -17.774 31.868 -0.560 -0.208 -0.086 0.075
C -30.682 -13.894 28.155 0.486 -0.021 -0.217 -0.080
O -30.799 -13.269 26.883 0.940 -0.338 0.191 -0.241
C -32.105 -13.016 26.458 -1.070 0.099 0.641 -0.223
C -32.107 -11.926 25.381 -0.278 -1.689 0.533 -0.420
C -33.523 -11.498 25.002 0.249 0.472 -0.336 -0.063
N -31.388 -12.499 24.226 -0.419 0.276 0.498 0.068
H -31.288 -14.798 28.209 -0.145 -0.044 0.058 0.088
H -30.881 -13.237 29.001 -0.514 0.245 -0.101 0.082
H -29.635 -14.166 28.293 0.041 -0.138 -0.267 0.088
H -32.608 -13.934 26.153 0.080 -0.279 -0.507 0.131
H -32.657 -12.708 27.346 -0.379 0.551 0.030 0.124
H -31.560 -11.137 25.895 -0.015 0.645 -0.396 0.131
H -34.100 -11.115 25.843 0.231 0.214 0.081 0.075
H -34.164 -12.229 24.510 0.464 -0.536 0.117 0.077
H -33.392 -10.719 24.251 -0.275 0.338 0.090 0.071
H -30.550 -12.909 24.614 0.301 -0.040 -0.267 0.026
H -31.096 -11.770 23.591 0.121 0.126 -0.075 0.071
C -27.261 -9.305 30.093 0.295 -0.425 -0.112 -0.083
O -27.045 -10.430 29.223 2.186 1.144 1.808 -0.179
C -27.913 -10.426 28.184 -1.292 -1.306 -2.250 -0.231
C -27.528 -11.411 26.994 -0.587 1.918 1.186 -0.399
C -26.352 -10.866 26.205 0.443 -0.593 0.883 -0.043
N -28.618 -11.444 26.058 -0.245 0.448 0.165 0.067
H -28.275 -9.341 30.490 -0.103 -0.046 0.248 0.088
H -27.133 -8.331 29.620 -0.117 -0.072 -0.616 0.057
H -26.513 -9.296 30.886 -0.159 -0.561 0.151 0.077
H -28.866 -10.748 28.605 -0.742 -0.032 -0.367 0.117
H -28.046 -9.450 27.718 0.014 0.335 -0.012 0.114
H -27.284 -12.381 27.426 0.231 -0.264 0.150 0.133
H -26.151 -11.617 25.442 0.521 0.117 -0.088 0.070
H -25.531 -10.769 26.917 0.452 0.020 -0.349 0.073
H -26.524 -9.903 25.724 -0.330 -0.032 0.167 0.064
H -29.433 -11.964 26.347 0.179 -0.169 0.145 0.034
H -28.213 -11.807 25.206 -0.693 0.095 -0.115 0.007
C -28.108 -13.952 24.021 0.046 0.810 -0.304 -0.065
O -27.904 -12.525 23.702 0.614 -1.772 -0.882 -0.278
C -27.031 -12.267 22.528 -1.786 0.522 1.770 -0.140
C -26.653 -10.760 22.496 -0.098 -0.811 -2.266 -0.376
C -27.853 -9.801 22.494 0.477 -0.107 0.488 -0.052
N -25.921 -10.598 21.164 -0.351 0.224 1.390 0.039
H -28.769 -14.477 23.331 0.348 0.221 -0.765 0.086
H -28.665 -14.101 24.945 0.261 0.845 0.401 0.072
H -27.152 -14.463 24.135 0.068 -0.005 -0.210 0.087
H -26.149 -12.904 22.590 0.086 -0.006 -0.100 0.120
H -27.654 -12.494 21.662 0.267 -0.145 -0.305 0.123
H -25.997 -10.545 23.340 0.118 0.178 -0.184 0.115
H -28.546 -9.859 21.655 -0.045 -0.844 -0.037 0.082
H -27.528 -8.765 22.401 0.318 0.005 0.428 0.051
H -28.355 -9.959 23.448 -0.384 0.285 -0.097 0.072
H -26.601 -10.803 20.446 -0.215 0.131 -0.221 0.061
H -25.232 -11.329 21.066 0.356 -0.071 0.094 0.061
C -27.925 -5.167 31.667 0.258 0.785 -0.925 -0.104
O -28.524 -5.034 30.388 -0.062 0.068 -1.238 -0.204
C -27.760 -4.379 29.348 0.735 -1.449 -0.157 -0.173
C -28.184 -4.857 27.914 -0.775 -1.392 2.987 -0.457
C -28.166 -6.379 27.736 0.272 -0.157 0.711 -0.067
N -27.300 -4.313 26.940 -0.489 1.292 -0.660 0.047
H -27.007 -5.753 31.624 0.063 -0.313 -0.013 0.076
H -28.658 -5.628 32.329 0.109 0.121 -0.062 0.089
H -27.639 -4.166 31.990 -0.055 0.067 0.574 0.082
H -27.787 -3.291 29.419 -0.378 0.189 0.125 0.118
H -26.705 -4.652 29.381 0.331 -0.136 0.534 0.114
H -29.227 -4.542 27.937 -0.408 0.147 -0.990 0.133
H -28.778 -6.932 28.449 -0.820 0.332 -0.407 0.072
H -27.219 -6.872 27.958 0.692 0.602 -0.277 0.057
H -28.374 -6.576 26.685 -0.409 -0.398 0.144 0.075
H -27.673 -4.594 26.045 0.343 -0.570 -0.526 0.068
H -27.560 -3.338 26.887 0.608 0.775 0.125 0.077
C -24.079 -8.146 28.641 -0.364 0.323 0.204 -0.115
O -23.124 -9.083 28.211 1.009 0.392 1.073 -0.174
C -22.591 -9.773 29.346 -0.118 -1.231 -0.953 -0.185
C -21.710 -10.896 28.791 0.205 -1.577 -0.876 -0.427
C -22.481 -11.934 27.961 -0.593 0.841 -0.713 -0.069
N -21.102 -11.759 29.807 0.773 1.175 0.947 0.021
H -24.933 -8.742 28.964 -0.753 0.532 -0.592 0.070
H -24.171 -7.339 27.914 -0.771 -0.709 -0.732 0.089
H -23.870 -7.503 29.496 1.041 -0.439 0.742 0.082
H -22.092 -9.097 30.039 0.295 0.112 -0.074 0.128
H -23.381 -10.289 29.892 -0.450 0.149 0.231 0.107
H -20.934 -10.468 28.157 0.011 0.350 -0.189 0.133
H -22.870 -11.460 27.060 -0.496 -0.066 0.107 0.069
H -23.259 -12.394 28.570 -0.281 0.249 -0.065 0.079
H -21.892 -12.774 27.591 0.567 0.182 0.241 0.071
H -20.528 -12.442 29.335 -0.303 -0.438 -0.309 0.064
H -20.369 -11.189 30.205 0.153 0.168 0.907 0.065
C -24.558 -6.598 20.541 -0.959 -0.457 -2.503 -0.183
O -23.810 -6.977 21.588 0.302 -0.695 3.598 -0.162
C -24.613 -7.655 22.583 0.059 0.996 1.247 -0.144
C -25.151 -6.604 23.653 0.400 -0.278 0.500 -0.402
C -25.871 -7.244 24.846 0.987 -0.431 -0.268 -0.060
N -26.029 -5.591 23.098 -0.431 0.216 -0.870 0.032
H -23.889 -6.072 19.859 -0.280 -0.083 -0.337 0.100
H -25.459 -6.009 20.712 0.146 0.383 0.284 0.068
H -24.931 -7.549 20.161 -0.288 0.098 -1.249 0.088
H -25.487 -8.206 22.236 -0.181 0.431 -1.022 0.073
H -24.026 -8.499 22.946 0.474 0.465 0.654 0.124
H -24.334 -6.040 24.102 0.427 -0.151 -0.310 0.134
H -26.639 -7.934 24.498 -0.068 -0.163 0.250 0.059
H -26.279 -6.552 25.583 -0.099 0.355 -0.536 0.047
H -25.075 -7.742 25.399 -0.259 -0.726 0.091 0.073
H -26.755 -6.056 22.572 -0.669 -0.304 0.212 0.064
H -25.586 -5.093 22.339 0.551 0.398 0.287 0.051
C -25.268 -12.039 32.082 -0.733 -0.344 -0.836 -0.126
O -25.412 -10.930 32.918 -0.096 0.022 0.555 -0.203
C -24.165 -10.647 33.538 -1.092 0.811 0.346 -0.175
C -24.335 -9.475 34.542 -1.587 -0.459 -0.711 -0.457
C -25.077 -8.262 33.913 -0.048 -1.189 0.274 -0.042
N -23.097 -9.016 35.016 2.671 1.007 0.237 0.005
H -24.547 -11.826 31.292 0.221 -0.156 -0.114 0.076
H -26.225 -12.259 31.609 -0.108 0.363 -0.106 0.079
H -25.015 -12.975 32.579 0.454 0.062 0.474 0.088
H -23.871 -11.558 34.060 0.572 -0.009 0.090 0.123
H -23.481 -10.379 32.733 0.574 0.052 0.201 0.122
H -24.711 -9.835 35.500 -2.004 -0.469 -0.592 0.132
H -24.534 -7.996 33.006 -0.138 0.036 -0.136 0.078
H -25.092 -7.385 34.560 0.122 -0.112 0.215 0.070
H -26.110 -8.535 33.694 0.075 0.088 -0.233 0.070
H -23.364 -8.261 35.632 0.555 0.414 0.173 0.072
H -22.739 -9.722 35.643 0.532 -0.097 0.051 0.078